[1]
Here is a molecular structure, C13H21NO2 in a non-equilibrium geometry from OMol25. Energies are from ωB97M-V/def2-TZVPD.

**Energy above the lowest of the compared OMol25 structures with the same formula, charge and spin**: 11.841 eV
**Maximum force**: 6.83 eV/Å
**E_tot**: -19395.490 eV
**Gap between HOMO and LUMO**: 9.06 eV
**Total charge**: 0

XYZ file:
```
37
Properties=species:S:1:pos:R:3:forces:R:3
O -0.695 -1.835 0.109 1.789 -1.432 0.711
O -1.050 1.567 0.082 -0.320 0.842 -3.804
N -3.611 0.058 -1.087 -0.253 1.185 3.861
C 2.641 -1.422 -0.267 0.810 -1.582 -1.222
C -2.501 -0.692 -1.072 0.976 1.431 -1.222
C -1.829 -1.209 0.084 -1.809 0.932 -1.530
C 1.532 -2.518 -0.384 1.772 -0.693 0.550
C -3.672 -0.376 1.244 0.384 0.945 3.958
C 1.956 1.494 0.020 -0.985 2.740 5.266
C -4.090 0.400 0.241 0.439 -3.095 -6.078
C -0.256 2.936 -0.600 -0.215 -1.084 -1.447
C 2.441 -0.722 1.057 0.684 0.514 1.777
C 1.458 0.339 0.881 -3.471 3.141 0.594
C 0.209 -2.129 -0.943 -1.156 -1.313 -2.630
C -2.467 -1.027 1.278 1.267 -2.395 0.854
C 1.161 2.913 0.031 1.297 0.935 -2.049
H -0.721 4.170 -0.299 0.646 -4.335 -1.301
H -0.011 2.712 -1.997 -1.463 0.799 4.394
H 1.989 -3.344 -1.120 -1.209 1.311 2.220
H -5.058 0.780 0.188 -1.229 1.330 0.303
H 2.444 -0.659 -1.094 0.832 -1.225 0.813
H 0.459 0.062 0.435 1.264 0.170 0.798
H -1.970 -0.530 -2.031 -0.221 -1.466 0.161
H 3.258 0.044 1.337 -0.008 -2.491 0.390
H 1.222 0.885 1.837 -0.008 -1.143 -0.350
H -4.192 -0.233 2.190 -0.014 -0.239 0.000
H 2.967 1.842 0.291 -0.022 -0.732 -0.276
H -1.934 -1.626 2.107 -1.488 1.429 -0.816
H 1.230 -2.768 0.720 1.059 -0.785 -2.109
H 3.679 -2.015 -0.469 -2.252 1.849 0.715
H 1.921 -1.389 1.889 2.162 0.960 -1.341
H 1.871 1.088 -0.874 0.164 -0.684 -4.886
H 1.170 3.817 0.855 0.667 -3.064 -1.448
H 0.256 -1.219 -1.616 -0.084 -1.292 0.237
H -1.659 0.616 -0.695 2.355 4.384 2.482
H 1.915 3.181 -0.851 -1.898 1.155 1.674
H -0.064 -3.190 -1.478 -0.462 2.997 0.751
```
Forces are in eV/Å.

[2]
Here is a molecular structure, C48H40As2IMgP in a non-equilibrium geometry from OMol25. Energies are from ωB97M-V/def2-TZVPD.

**Maximum force**: 1.45 eV/Å
**E_tot**: -194923.875 eV
**Gap between HOMO and LUMO**: 7.50 eV
**Total charge**: +2

XYZ file:
```
93
Properties=species:S:1:pos:R:3:forces:R:3
I -2.795 -0.536 2.032 -0.337 -0.279 -0.329
As 2.023 0.542 -0.203 1.197 0.819 -0.068
As -0.637 2.742 -0.232 -0.483 0.924 -0.993
P -0.499 -2.339 0.299 0.156 -0.901 -0.423
Mg -0.487 0.164 0.300 -0.652 -0.257 0.701
C -3.857 -1.922 0.749 -0.021 0.463 0.187
C -0.518 4.679 -0.596 0.136 -0.056 0.295
C -5.240 1.750 -0.635 0.037 -0.008 -0.080
C -1.443 6.667 -1.575 0.050 0.039 -0.020
C -1.553 -4.788 -0.085 -0.085 0.347 0.239
C -2.530 2.395 -0.586 0.031 -0.125 0.157
C 0.055 -3.400 2.850 -0.053 0.105 -0.197
C -5.593 -3.753 -0.390 -0.141 0.211 0.125
C 0.565 -2.840 1.679 -0.005 0.237 0.030
C 1.932 1.566 1.459 0.090 -0.017 0.107
C 0.971 1.801 3.664 -0.076 0.050 0.073
C 0.698 5.335 -0.426 0.086 -0.340 0.186
C 4.726 0.297 0.858 -0.422 0.075 0.174
C 1.591 -3.504 -3.618 -0.050 0.055 -0.060
C -5.190 -1.629 0.625 0.357 0.189 0.198
C 0.846 6.643 -0.858 0.013 0.010 -0.041
C -1.594 5.356 -1.157 -0.233 -0.459 0.085
C 6.100 0.133 0.789 -0.001 -0.020 -0.007
C 1.918 -2.491 1.613 0.044 0.023 -0.209
C -3.289 -3.120 0.251 -0.015 -0.283 -0.099
C -6.068 -2.543 0.027 0.044 -0.299 -0.092
C 1.921 -4.196 -2.464 0.025 -0.057 -0.024
C 0.309 2.176 -1.893 -0.171 -0.212 -0.191
C -1.917 -3.499 0.250 0.239 0.016 0.077
C 2.295 3.577 2.736 0.032 -0.056 -0.134
C 4.575 -0.003 -1.528 -0.387 0.028 -0.155
C 0.658 -2.478 -3.576 -0.012 0.002 -0.113
C 0.068 -2.141 -2.373 -0.087 0.062 0.240
C -0.220 7.306 -1.446 -0.024 -0.023 0.017
C -4.383 1.224 -1.588 -0.163 -0.075 0.020
C 2.738 -2.680 2.710 0.053 0.019 0.029
C 2.515 2.820 1.594 0.163 -0.071 -0.220
C -2.479 -5.728 -0.539 -0.280 -0.045 -0.064
C -3.405 2.910 0.373 0.324 0.222 0.129
C 1.189 1.048 2.521 0.045 -0.255 -0.289
C 1.498 3.081 3.755 -0.088 -0.079 0.040
C 0.888 -3.591 3.941 0.008 -0.002 0.071
C 0.400 -2.830 -1.207 0.013 0.186 0.109
C -4.753 2.604 0.344 0.089 0.036 0.002
C 5.949 -0.164 -1.591 -0.005 0.000 0.012
C 3.962 0.256 -0.305 -0.243 -0.403 0.020
C 2.220 -3.212 3.883 -0.005 0.023 -0.084
C -4.222 -4.069 -0.289 0.128 0.254 0.121
C 6.711 -0.087 -0.435 0.006 -0.004 0.006
C 1.332 -3.864 -1.258 0.003 0.166 0.031
C -3.032 1.539 -1.562 0.473 -0.014 -0.288
C 1.788 1.921 -1.602 0.122 0.152 -0.075
C -3.781 -5.346 -0.696 0.230 -0.102 0.048
H 2.285 1.547 -2.509 -0.081 0.069 0.296
H -0.513 -5.073 -0.034 0.045 -0.030 -0.040
H -2.283 7.185 -2.013 -0.070 0.041 -0.038
H 0.404 1.388 4.486 -0.049 -0.016 0.034
H 2.753 4.550 2.832 0.021 0.109 0.000
H -4.771 0.584 -2.369 0.006 -0.048 -0.009
H 0.497 -4.036 4.843 -0.066 -0.022 0.075
H 1.605 -4.405 -0.362 0.018 0.000 0.033
H 2.053 -3.767 -4.555 0.059 -0.051 -0.121
H 4.241 0.470 1.815 0.158 -0.003 -0.088
H 3.169 3.189 0.808 -0.099 0.065 0.092
H 0.825 0.015 2.484 -0.001 0.038 0.049
H -2.553 4.859 -1.269 0.094 0.107 -0.059
H 2.858 -3.335 4.744 0.051 -0.079 0.069
H -0.145 1.244 -2.269 0.027 0.166 -0.022
H 2.629 -5.009 -2.507 0.117 -0.059 -0.003
H -3.008 3.578 1.138 -0.180 -0.104 -0.042
H 2.340 -2.102 0.687 -0.068 -0.116 0.230
H 1.796 7.143 -0.743 0.067 0.020 0.036
H 2.295 2.851 -1.316 -0.003 -0.242 0.000
H 0.193 2.943 -2.671 -0.124 -0.211 0.249
H -0.099 8.318 -1.798 0.001 0.096 0.007
H 6.689 0.181 1.693 0.036 0.004 0.042
H -5.585 -0.707 1.023 0.009 0.063 0.053
H 3.977 -0.077 -2.433 0.144 0.006 0.062
H -6.291 1.510 -0.663 -0.149 -0.026 -0.036
H -2.385 1.152 -2.350 -0.105 0.049 0.122
H 1.531 4.828 0.051 -0.044 0.067 -0.066
H -6.269 -4.508 -0.764 -0.030 -0.010 -0.115
H 0.384 -1.958 -4.482 -0.001 0.058 -0.073
H 7.782 -0.206 -0.485 0.091 -0.018 -0.022
H -5.419 3.035 1.076 -0.047 0.010 0.053
H 6.425 -0.349 -2.541 0.022 -0.012 -0.076
H -2.151 -6.720 -0.808 -0.002 -0.077 -0.022
H -0.988 -3.686 2.903 -0.034 -0.018 0.016
H 3.783 -2.418 2.642 0.098 0.026 0.026
H -4.502 -6.024 -1.127 -0.102 -0.081 0.016
H 1.300 3.685 4.626 0.038 0.024 0.121
H -7.116 -2.301 -0.041 -0.111 0.018 -0.024
H -0.690 -1.355 -2.329 0.110 -0.083 -0.103
```
Forces are in eV/Å.

[3]
Here is C10H14N2O in the gas phase in a non-equilibrium geometry from OMol25. Energies are from ωB97M-V/def2-TZVPD.

**Energy above the lowest of the compared OMol25 structures with the same formula, charge and spin**: 5.851 eV
**Maximum force**: 4.14 eV/Å
**E_tot**: -15619.449 eV
**Gap between HOMO and LUMO**: 8.30 eV
**Total charge**: 0

XYZ file:
```
27
Properties=species:S:1:pos:R:3:forces:R:3
O 0.777 -2.811 -1.470 0.089 0.696 -0.484
N -1.141 0.325 -0.565 3.615 -0.184 0.903
N 1.548 -0.672 -1.012 -1.847 -0.953 -0.447
C 0.485 2.065 0.291 -0.581 -1.586 -0.631
C 0.760 -1.808 -0.792 1.313 -0.666 1.689
C -0.025 1.041 -0.141 -1.967 2.032 0.311
C -2.036 1.043 -1.430 -3.068 -2.584 1.006
C 1.324 3.141 0.747 -2.117 2.463 0.873
C 2.729 -0.334 -0.812 0.033 -0.922 -1.467
C 0.542 -1.361 1.818 -0.852 -1.905 -1.603
C -2.559 -1.384 0.101 -1.120 -1.798 -0.036
C -1.309 -0.899 0.095 -2.632 -0.453 -1.392
C -0.139 -1.773 0.476 1.149 3.030 -0.830
H 2.300 3.003 0.331 0.856 0.478 0.302
H -2.614 1.755 -0.843 -0.151 0.270 -0.197
H -0.474 -2.742 0.596 -0.884 -1.856 -0.144
H -0.075 -0.613 2.194 -0.201 1.851 0.958
H -3.408 -0.882 -0.414 0.816 -0.202 0.815
H -1.525 1.468 -2.201 1.756 1.632 -1.791
H 3.441 -1.099 -0.469 0.312 0.734 0.312
H -2.788 -2.452 0.410 0.499 1.534 -0.260
H 1.584 -1.185 1.692 0.692 0.561 0.292
H 2.963 0.601 -1.345 0.730 -0.114 0.939
H -2.766 0.353 -1.998 1.053 0.721 1.260
H 0.843 4.175 0.441 1.141 -1.961 -0.011
H 1.212 3.263 1.863 0.888 -0.505 -0.965
H 0.352 -2.219 2.438 0.478 -0.314 0.597
```
Forces are in eV/Å.